Density functional theory data (ωB97M-V/def2-TZVPD) for a cluster of 6 separate species, C42H37N4O26S in total at a distorted geometry.

## Properties
- Kohn-Sham gap (eV) = 5.941
- total charge = +1

Positions of all 110 atoms, in Å:
S1 4.9597 2.1423 -2.1029
O1 5.5689 3.4740 -2.0112
O2 -7.6668 -5.3187 4.6555
O3 -5.1406 -1.3727 -4.1851
O4 4.5906 -1.5246 2.9848
O5 -5.6047 1.6035 -0.5867
O6 5.0565 1.7204 -3.5229
O7 -0.2400 -5.2254 6.3067
O8 0.2301 -1.7112 -0.4102
O9 6.1949 -2.5438 4.9251
O10 -7.7192 -2.0821 -3.7445
O11 2.1080 5.6987 -6.0137
O12 2.3865 6.2923 -2.9167
O13 -2.2705 1.9720 -2.7747
O14 -1.2621 4.5327 -9.0657
O15 -8.1597 0.8311 -0.0891
O16 -3.1688 -6.4008 5.4634
O17 -7.2386 -2.6631 4.9913
O18 -0.5883 -2.0906 2.8197
O19 1.4043 -6.6319 4.6746
O20 0.9130 -1.1567 5.8800
O21 -2.7601 -3.7586 5.8822
O22 2.2817 8.2388 -6.9592
O23 0.9868 -3.5449 1.1595
O24 2.5393 -2.0916 7.8352
O25 -1.0275 7.0404 -10.0654
O26 0.1962 -1.6726 -2.6268
N1 3.9267 -1.5055 -0.9181
N2 0.0947 3.9807 -0.6996
N3 -1.0864 1.2808 -0.7818
N4 2.3346 3.0822 -1.2950
C1 3.0290 -1.9865 6.7278
C2 -0.3091 6.7628 -9.1253
C3 4.9173 -2.2070 5.2106
C4 -1.7733 1.6928 -1.7667
C5 -5.4299 -5.9438 5.0403
C6 -6.2185 -3.5361 5.1302
C7 -8.0194 -0.6538 -1.8976
C8 -4.1972 -5.5309 5.3495
C9 -0.3762 5.3939 -8.5289
C10 -6.0663 0.7412 -1.3157
C11 -4.9858 -3.1247 5.4426
C12 -0.4711 -3.6146 4.6121
C13 0.4974 -1.0776 -1.3997
C14 -5.8398 -0.7980 -3.1843
C15 -6.5276 -4.9830 4.9204
C16 2.1940 -1.4670 5.6024
C17 1.1575 0.3387 -1.3689
C18 4.0905 -1.6619 4.0925
C19 3.4533 -0.6900 -2.0730
C20 -3.8957 -4.0887 5.5851
C21 -7.2525 -1.2460 -2.9947
C22 2.6979 -1.3163 4.3722
C23 2.6240 0.6009 -1.6810
C24 0.7284 -3.9898 2.4084
C25 0.9797 2.8885 -1.0060
C26 6.0821 1.0021 -1.1496
C27 1.2415 -5.1377 2.8621
C28 0.4104 5.0392 -7.5070
C29 3.6120 -0.9328 0.4117
C30 0.6287 7.7215 -8.5385
C31 3.1946 1.9952 -1.6461
C32 0.0399 -4.7647 5.0631
C33 2.8709 4.4679 -1.2368
C34 1.4112 7.3666 -7.5156
C35 0.3277 1.5175 -1.0406
C36 4.4165 -2.3547 6.4404
C37 1.3622 5.9899 -6.9385
C38 -5.2932 0.1324 -2.3965
C39 -0.1556 -3.1407 3.2631
C40 0.9452 -5.5999 4.2192
C41 3.0059 4.9713 -2.7663
C42 -7.4697 0.2744 -1.1081
H1 -2.3887 -5.8571 5.6958
H2 5.8817 1.0199 -0.0421
H3 -5.6622 -6.9861 4.8692
H4 4.0658 -1.6437 1.1827
H5 -4.7491 -2.0810 5.5990
H6 1.9221 6.2716 -3.7872
H7 4.3291 -0.4836 -2.7473
H8 -1.7037 5.0262 -9.7854
H9 2.7453 -1.3545 -2.6740
H10 6.3130 -2.3431 3.9773
H11 0.5270 4.4973 0.0877
H12 -8.0191 -3.2073 4.7673
H13 0.7965 -1.3527 6.8313
H14 0.6560 8.7141 -8.9669
H15 5.0054 -2.7461 7.2588
H16 0.5006 -2.6973 1.0770
H17 7.1200 1.4337 -1.3252
H18 4.0722 5.0836 -3.0997
H19 2.7281 7.7450 -6.2451
H20 6.0876 -0.0227 -1.6107
H21 -4.2736 0.4673 -2.5233
H22 2.3820 4.2720 -3.3964
H23 -9.0350 -0.9990 -1.7595
H24 -0.7947 3.6404 -0.3182
H25 0.2501 -6.0680 6.3888
H26 -1.1220 -3.0005 5.2094
H27 -7.5467 1.4687 0.3249
H28 2.1046 -0.9394 3.5495
H29 0.3733 4.0515 -7.0680
H30 -5.7566 -2.0067 -4.6034
H31 1.8845 -5.7608 2.2552
H32 2.5001 -0.9266 0.6503
H33 4.9325 -1.7000 -1.0046
H34 0.2641 -1.0035 -3.3409
H35 2.1987 5.2215 -0.7442
H36 4.0741 0.0799 0.6240
H37 3.8607 4.5415 -0.6829

Density functional theory data (ωB97M-V/def2-TZVPD) for a structure of composition C42H38Br4CsN5O5S2 at a distorted geometry.

## Properties
- Kohn-Sham gap (eV) = 3.553
- total charge = -2

Positions of all 97 atoms, in Å:
Cs1 2.0011 -0.3274 -0.0524
Br1 2.4107 4.8294 0.7396
Br2 5.5898 5.8428 0.8477
Br3 7.9761 3.7381 -0.0036
Br4 7.1516 0.6884 -1.0485
S1 3.0140 -0.3344 7.2024
S2 -5.1021 -4.8764 -0.1742
O1 2.2098 2.0467 -0.2514
O2 -0.1739 -2.0528 -4.1955
O3 -4.3680 4.6454 -2.8533
O4 4.1972 0.2927 -1.0088
O5 1.5870 -2.6401 0.5585
N1 -2.8866 5.1620 -1.2334
N2 -1.7603 1.0170 -2.2318
N3 0.1511 -0.1869 2.8822
N4 -1.5754 -1.3133 1.1143
N5 1.3120 -3.5694 -4.9203
C1 6.1527 3.1961 -0.0689
C2 -1.8062 3.2292 -3.8985
C3 3.6706 0.9640 5.0840
C4 5.8019 1.9173 -0.4913
C5 -2.4078 2.1090 -1.8806
C6 -1.9598 -3.5955 4.0022
C7 -0.4950 -1.3159 3.2332
C8 2.7691 -4.1778 1.9304
C9 4.4412 0.6363 7.2331
C10 -1.5763 4.6030 0.8058
C11 3.4248 2.3864 -0.1875
C12 4.6556 1.2547 6.0418
C13 -2.4602 3.2574 -2.6714
C14 0.7824 -1.4625 5.2776
C15 -1.1075 2.0872 -4.2538
C16 3.8337 3.6495 0.2505
C17 -4.9061 5.6235 0.1021
C18 -0.2488 -1.9523 4.4825
C19 -1.1079 1.0052 -3.3824
C20 -1.0464 -3.0750 4.8535
C21 1.5404 -0.3752 4.8373
C22 4.4872 1.4499 -0.5905
C23 0.8008 -3.4956 -2.5476
C24 1.2131 -3.0910 -6.2781
C25 -2.3563 -1.8720 0.2436
C26 -3.1101 -3.0533 0.4820
C27 -2.1499 -3.0479 2.6987
C28 -5.6676 -4.8900 -1.8064
C29 -4.9969 -3.9929 -2.5777
C30 -3.3150 4.4160 -2.2719
C31 -4.0220 -3.2707 -1.8721
C32 0.6008 -2.9548 -3.9369
C33 2.6853 0.1188 5.5402
C34 2.2704 -4.6099 -4.6472
C35 2.4716 -2.7758 1.3968
C36 -1.5628 5.0583 -0.6481
C37 1.1102 0.2498 3.6370
C38 -3.7728 6.2014 -0.7418
C39 -3.0043 -3.6136 1.7589
C40 5.1568 4.0762 0.3023
C41 -1.4247 -1.8805 2.3280
C42 -3.9448 -3.6063 -0.5374
H1 -4.5130 5.0807 0.9562
H2 -5.2039 -3.8472 -3.6237
H3 1.8038 -5.4110 -4.0717
H4 1.9982 -4.9034 1.6472
H5 -0.9723 4.3534 -1.2342
H6 2.8623 -4.1289 3.0097
H7 3.1321 -4.2282 -4.0912
H8 -3.3879 -2.5335 -2.3319
H9 0.3369 -2.8238 -1.8313
H10 -3.5768 -4.4999 2.0138
H11 -0.5514 4.5418 1.1584
H12 -0.5971 0.0803 -3.6224
H13 0.9995 -1.9272 6.2342
H14 1.5669 1.1816 3.3299
H15 0.4449 -2.3180 -6.2944
H16 -0.8878 -3.5078 5.8344
H17 -4.2038 6.7185 -1.6055
H18 0.3227 -4.4708 -2.4536
H19 2.6210 -5.0176 -5.5921
H20 2.1626 -2.6649 -6.6162
H21 -2.9241 2.0697 -0.9287
H22 3.7281 -4.4930 1.5189
H23 -2.4312 -1.3608 -0.7073
H24 3.6923 1.3469 4.0783
H25 1.8524 -3.5922 -2.2950
H26 0.9254 -3.9077 -6.9477
H27 -1.8452 4.0912 -4.5539
H28 -5.4947 4.9404 -0.5034
H29 -0.5731 2.0359 -5.1913
H30 -2.0308 3.6208 0.8978
H31 -2.5544 -4.4568 4.2847
H32 -5.5530 6.4207 0.4593
H33 -3.1815 6.9119 -0.1618
H34 -1.0763 6.0398 -0.7146
H35 5.4946 1.9030 5.8574
H36 5.0272 0.6709 8.1300
H37 -6.4538 -5.5657 -2.0785
H38 -2.1124 5.3080 1.4372